--- one ---
Formula: C3H6N2S
Source: OMol25
Level of theory: wB97M-V/def2-TZVPD

Kohn-Sham gap	9.02	eV
total charge	0
SMILES string	NN1CCC1=S

Each line ends with the Mulliken charge.
Cartesian coordinates (Å):
N1 -0.378 -1.663 0.914  -0.850
N2 -0.176 -0.449 0.283  0.495
C1 1.029 0.350 0.199  -0.490
C2 0.259 1.188 -0.770  -0.392
C3 -0.810 0.157 -0.774  0.175
S1 -2.185 -0.341 -1.440  -0.458
H1 -0.347 -1.513 1.936  0.238
H2 -1.317 -2.028 0.681  0.257
H3 1.983 -0.179 -0.034  0.284
H4 1.354 0.945 1.062  0.247
H5 -0.109 2.132 -0.350  0.213
H6 0.698 1.400 -1.707  0.281

=====

--- two ---
Formula: C3H6N2S
Source: OMol25
Level of theory: wB97M-V/def2-TZVPD

Kohn-Sham gap	9.63	eV
total charge	0
SMILES string	[H]/N=C\N(S)C=C

Each line ends with the Mulliken charge.
Cartesian coordinates (Å):
H1 -2.298 0.884 0.399  0.290
N1 -1.660 1.607 0.062  -0.652
C1 -0.419 1.308 -0.040  0.160
N2 0.202 0.038 0.132  -0.106
S1 1.888 -0.117 -0.169  -0.181
C2 -0.575 -1.142 0.369  -0.171
C3 -1.667 -1.479 -0.318  -0.749
H2 0.308 2.139 -0.268  0.350
H3 2.428 0.273 1.050  0.150
H4 -0.256 -1.765 1.213  0.304
H5 -2.114 -0.853 -1.064  0.387
H6 -2.101 -2.451 -0.057  0.218

=====

The computed energies, referenced to the most stable structure and given in kcal/mol, are one 4.3; two 0.0.

=====

--- one ---
Formula: C3H6N2S
Source: OMol25
Level of theory: wB97M-V/def2-TZVPD

Kohn-Sham gap	9.52	eV
total charge	0

Each line ends with the Mulliken charge.
Cartesian coordinates (Å):
C1 -0.009 -0.214 -0.052  0.613
C2 -0.558 1.202 -0.140  -0.415
C3 -1.457 1.380 0.867  -0.404
H1 2.510 -2.332 -0.125  0.145
H2 1.995 0.546 -0.647  0.337
H3 -0.184 -1.990 0.349  0.215
H4 -0.575 2.001 -1.371  0.238
H5 -2.323 2.253 0.798  0.210
H6 -1.558 0.647 1.852  0.238
N1 1.085 -0.478 -0.906  -0.359
N2 -0.669 -1.096 0.597  -0.593
S1 1.742 -1.917 -1.223  -0.223

=====

--- two ---
Formula: C3H6N2S
Source: OMol25
Level of theory: wB97M-V/def2-TZVPD

Kohn-Sham gap	8.95	eV
total charge	0
SMILES string	[H]/N=C1\CCSN1

Each line ends with the Mulliken charge.
Cartesian coordinates (Å):
H1 -1.464 2.144 -0.638  0.227
N1 -0.796 1.665 -1.280  -0.780
C1 -0.145 0.734 -0.711  0.580
C2 -0.435 0.132 0.684  -0.595
C3 0.528 -1.044 0.942  -0.509
S1 1.215 -1.548 -0.676  -0.084
N2 0.861 0.060 -1.338  -0.345
H2 -1.464 -0.274 0.791  0.244
H3 -0.492 0.833 1.539  0.336
H4 1.355 -0.814 1.631  0.295
H5 0.031 -1.960 1.380  0.318
H6 0.805 0.073 -2.322  0.311

=====

--- three ---
Formula: C3H6N2S
Source: OMol25
Level of theory: wB97M-V/def2-TZVPD

Kohn-Sham gap	8.58	eV
total charge	0
SMILES string	[H]/N=C/N(C)C=S

Each line ends with the Mulliken charge.
Cartesian coordinates (Å):
H1 1.192 -2.819 -0.155  0.262
N1 1.418 -1.671 -0.267  -0.563
C1 0.146 -1.172 0.195  0.035
N2 -0.235 0.162 -0.048  0.066
C2 0.919 1.308 -0.052  -0.816
C3 -1.580 0.451 0.036  0.015
S1 -2.844 -0.548 -0.135  -0.330
H2 -0.863 -1.772 0.766  0.168
H3 1.433 0.932 0.771  0.359
H4 1.691 1.387 -0.931  0.231
H5 0.428 2.180 0.014  0.382
H6 -1.705 1.562 -0.195  0.190

=====

The computed energies, referenced to the most stable structure and given in kcal/mol, are one 108.8; two 0.0; three 63.8.

=====

--- one ---
Formula: C34H42GeN9O3SV
Source: OMol25
Level of theory: wB97M-V/def2-TZVPD

Kohn-Sham gap (alpha / beta)	7.21 / 7.48	eV
total charge	+2
spin multiplicity	3

Each line ends with the Mulliken spin population.
Cartesian coordinates (Å):
V1 0.456 1.583 0.110  2.061
O1 1.862 2.531 1.308  0.002
C1 1.462 3.090 2.567  0.006
C2 -0.017 3.337 2.510  0.028
C3 -0.633 4.099 3.490  -0.003
C4 -1.990 4.343 3.393  0.006
C5 -2.691 3.828 2.311  0.001
C6 -2.005 3.075 1.382  0.049
N1 -0.693 2.818 1.480  -0.052
H1 2.758 2.753 1.036  0.005
H2 1.992 4.024 2.747  0.000
H3 1.710 2.382 3.361  -0.001
H4 -0.053 4.506 4.308  0.000
H5 -2.495 4.940 4.141  0.000
H6 -3.749 4.007 2.185  0.000
H7 -2.505 2.660 0.517  -0.019
C7 0.985 -2.272 4.337  0.000
N2 0.460 -1.303 3.375  0.002
C8 1.060 -0.707 2.352  0.046
N3 0.176 0.029 1.685  -0.090
C9 -0.983 -0.184 2.369  0.058
N4 -0.848 -0.979 3.395  -0.002
C10 0.924 -3.693 3.825  0.000
C11 1.803 -4.642 4.330  0.000
C12 1.679 -5.975 3.960  0.000
C13 0.686 -6.369 3.078  0.000
C14 -0.181 -5.414 2.555  0.000
C15 -0.065 -4.081 2.931  0.000
C16 -1.232 -5.809 1.617  0.000
N5 -1.741 -6.968 1.408  0.000
N6 -2.699 -6.801 0.409  0.000
C17 -2.687 -5.554 0.102  0.000
O2 -1.781 -4.846 0.831  0.000
C18 -3.437 -4.843 -0.934  0.000
C19 -4.611 -5.373 -1.452  0.000
C20 -5.267 -4.694 -2.469  0.000
C21 -4.749 -3.510 -2.972  0.000
C22 -3.567 -2.985 -2.459  0.000
C23 -2.994 -1.735 -3.094  0.000
N7 -1.870 -1.176 -2.348  -0.001
C24 -1.826 -0.108 -1.561  0.023
N8 -0.615 0.010 -1.033  -0.059
C25 0.042 -1.070 -1.535  0.039
N9 -0.676 -1.799 -2.346  -0.001
C26 -2.922 -3.650 -1.430  0.000
H8 0.360 -2.154 5.222  0.000
H9 2.000 -1.977 4.600  0.000
H10 2.106 -0.826 2.118  -0.001
H11 -1.927 0.261 2.103  0.000
H12 2.578 -4.350 5.028  0.000
H13 2.362 -6.711 4.363  0.000
H14 0.578 -7.404 2.784  0.000
H15 -0.776 -3.362 2.545  0.000
H16 -4.995 -6.307 -1.065  0.000
H17 -6.184 -5.095 -2.878  0.000
H18 -5.267 -2.999 -3.776  0.000
H19 -3.749 -0.952 -3.167  0.000
H20 -2.625 -1.939 -4.099  0.000
H21 -2.663 0.555 -1.412  -0.002
H22 1.048 -1.342 -1.268  0.003
H23 -1.990 -3.283 -1.026  0.000
C27 -0.908 5.596 -2.623  -0.006
Ge1 0.378 4.602 -1.545  0.001
C28 2.125 4.507 -2.429  -0.002
C29 0.623 5.569 0.145  0.005
C30 -0.299 2.743 -1.408  -0.123
H24 -0.541 6.600 -2.840  -0.001
H25 -1.857 5.690 -2.093  0.001
H26 -1.093 5.087 -3.569  0.000
H27 2.635 5.469 -2.406  0.000
H28 2.011 4.211 -3.474  0.000
H29 2.757 3.769 -1.929  0.002
H30 0.863 6.603 -0.106  0.000
H31 1.456 5.185 0.736  0.000
H32 -0.277 5.583 0.760  0.000
H33 0.047 2.257 -2.329  0.009
H34 -1.389 2.814 -1.482  -0.003
O3 2.174 1.192 -0.881  0.004
S1 3.140 0.234 -1.600  0.013
C31 2.851 0.492 -3.374  0.003
C32 4.218 0.777 -3.987  0.001
C33 4.917 1.714 -3.005  -0.001
C34 4.755 1.068 -1.632  0.001
H35 2.198 1.367 -3.410  0.001
H36 2.332 -0.373 -3.782  0.000
H37 4.104 1.216 -4.976  0.000
H38 4.783 -0.149 -4.104  0.000
H39 4.441 2.696 -3.019  0.000
H40 5.971 1.851 -3.240  0.000
H41 4.770 1.756 -0.787  -0.001
H42 5.492 0.284 -1.454  -0.001

=====

--- two ---
Formula: C34H42GeN9O3SV
Source: OMol25
Level of theory: wB97M-V/def2-TZVPD

Kohn-Sham gap (alpha / beta)	7.04 / 7.19	eV
total charge	+2
spin multiplicity	3

Each line ends with the Mulliken spin population.
Cartesian coordinates (Å):
V1 -1.368 -0.322 0.248  2.104
O1 -2.860 1.488 2.787  0.004
C1 -4.014 0.681 2.594  0.012
C2 -3.599 -0.761 2.702  0.029
C3 -4.234 -1.601 3.607  -0.001
C4 -3.818 -2.913 3.741  0.005
C5 -2.753 -3.354 2.969  -0.005
C6 -2.193 -2.467 2.075  0.016
N1 -2.608 -1.202 1.913  -0.009
H1 -3.138 2.411 2.779  0.001
H2 -4.480 0.863 1.617  -0.002
H3 -4.758 0.887 3.365  0.000
H4 -5.034 -1.212 4.221  0.000
H5 -4.300 -3.574 4.449  0.000
H6 -2.366 -4.359 3.055  0.000
H7 -1.365 -2.791 1.448  0.006
C7 1.247 2.448 4.303  -0.001
N2 0.793 1.377 3.420  0.004
C8 0.104 1.452 2.290  0.054
N3 -0.034 0.230 1.781  -0.077
C9 0.622 -0.564 2.677  0.034
N4 1.133 0.099 3.676  -0.001
C10 2.497 3.133 3.804  0.001
C11 2.851 4.360 4.355  0.000
C12 4.032 4.981 3.980  0.000
C13 4.864 4.392 3.042  0.000
C14 4.501 3.175 2.477  0.000
C15 3.322 2.543 2.862  0.000
C16 5.367 2.549 1.482  0.000
N5 6.614 2.758 1.253  0.000
N6 6.971 1.915 0.214  0.000
C17 5.913 1.258 -0.105  0.000
O2 4.841 1.601 0.660  0.000
C18 5.738 0.262 -1.158  0.000
C19 6.846 -0.393 -1.684  0.000
C20 6.668 -1.317 -2.701  0.000
C21 5.400 -1.579 -3.194  0.000
C22 4.293 -0.917 -2.674  0.001
C23 2.940 -1.191 -3.290  -0.001
N7 1.840 -0.553 -2.577  0.002
C24 1.075 -1.035 -1.605  0.048
N8 0.227 -0.096 -1.196  -0.095
C25 0.551 0.975 -1.979  0.037
N9 1.518 0.731 -2.821  -0.001
C26 4.463 0.000 -1.651  -0.001
H8 1.416 1.966 5.265  0.000
H9 0.426 3.154 4.422  0.000
H10 -0.282 2.366 1.872  -0.001
H11 0.718 -1.633 2.584  -0.001
H12 2.207 4.830 5.091  0.000
H13 4.304 5.932 4.419  0.000
H14 5.787 4.866 2.738  0.000
H15 3.080 1.578 2.433  0.000
H16 7.830 -0.171 -1.294  0.000
H17 7.524 -1.833 -3.113  0.000
H18 5.275 -2.298 -3.996  0.000
H19 2.728 -2.260 -3.321  0.000
H20 2.891 -0.811 -4.310  0.000
H21 1.154 -2.044 -1.233  0.004
H22 0.059 1.930 -1.927  -0.002
H23 3.623 0.548 -1.245  0.001
C27 -4.939 0.292 -1.539  0.005
Ge1 -3.318 1.281 -2.043  -0.008
C28 -3.800 3.106 -2.540  -0.006
C29 -2.365 0.460 -3.550  0.002
C30 -2.225 1.366 -0.391  -0.140
H24 -5.498 -0.049 -2.411  0.000
H25 -5.596 0.956 -0.975  0.001
H26 -4.728 -0.570 -0.901  0.000
H27 -4.468 3.099 -3.402  -0.001
H28 -2.914 3.683 -2.807  0.000
H29 -4.308 3.617 -1.722  0.000
H30 -3.078 0.206 -4.336  0.000
H31 -1.805 -0.436 -3.275  0.003
H32 -1.664 1.176 -3.979  0.000
H33 -2.911 1.678 0.401  -0.001
H34 -1.465 2.147 -0.498  0.012
O3 -2.038 -1.767 -0.958  -0.039
S1 -3.081 -2.910 -0.982  0.006
C31 -3.749 -2.842 -2.676  0.001
C32 -3.263 -4.088 -3.414  -0.001
C33 -1.892 -4.423 -2.839  0.000
C34 -2.084 -4.379 -1.329  0.002
H35 -3.314 -1.926 -3.079  0.000
H36 -4.829 -2.730 -2.620  0.000
H37 -3.235 -3.897 -4.485  0.000
H38 -3.951 -4.919 -3.248  0.000
H39 -1.150 -3.683 -3.147  0.000
H40 -1.541 -5.405 -3.155  0.000
H41 -1.179 -4.296 -0.728  -0.002
H42 -2.664 -5.231 -0.967  -0.001

=====

The computed energies, referenced to the most stable structure and given in kcal/mol, are one 0.0; two 8.4.